No. 1
# C7H18ClMgN2O3

A molecular structure, C7H18ClMgN2O3 (wB97M-V/def2-TZVPD, the OMol25 dataset).

* LUMO: -0.61 eV
* gap between HOMO and LUMO: 0.1222 Ha
* E_tot: -34636.1703 eV

Geometry as ORCA input:
```
! wB97M-V def2-TZVPD RIJCOSX def2/J DEFGRID3
* xyz -1 1
Cl -33.2874 0.2785 -20.0431
Mg -30.7950 -1.3704 -18.3266
O -29.7018 -5.1356 -18.3754
O -30.6628 -0.6391 -14.6933
O -27.5889 -0.4688 -20.1412
N -25.8212 -1.7028 -20.4588
N -25.7255 0.2614 -21.1380
C -27.8899 -6.6976 -18.3966
C -29.9646 -7.0579 -16.9557
C -30.5753 -1.7373 -12.5472
C -29.2980 -6.3949 -18.1695
C -31.3321 -0.7687 -13.5060
C -26.4802 -0.6157 -20.6003
C -32.8556 -1.1429 -13.6551
H -29.6159 -8.0905 -16.9368
H -29.6200 -1.3693 -12.1729
H -31.3057 -1.8730 -11.7495
H -27.7321 -7.7738 -18.4682
H -26.2722 -2.4579 -19.9621
H -31.2188 0.1114 -12.8730
H -30.4191 -2.7759 -12.8387
H -24.9027 0.0516 -21.6849
H -25.1053 -1.9161 -21.1386
H -27.6970 -6.4718 -19.4453
H -27.2302 -6.2037 -17.6832
H -29.8253 -6.9108 -18.9719
H -32.9513 -2.1274 -14.1131
H -29.4867 -6.4828 -16.1626
H -33.3796 -1.3401 -12.7199
H -26.2513 1.1216 -21.1983
H -33.4490 -0.4238 -14.2198
H -31.0501 -6.9595 -16.9450
*
```

---

No. 2
# C7H18ClNO2P

2 unconnected molecules or ions with the total composition C7H18ClNO2P (wB97M-V/def2-TZVPD, the OMol25 dataset).

* LUMO: -5.42 eV
* gap between HOMO and LUMO: 0.2921 Ha
* E_tot: -34938.6661 eV
* ΔE to the lowest compared entry with this formula, charge and spin: 347.9 kJ/mol

Geometry as ORCA input:
```
! wB97M-V def2-TZVPD RIJCOSX def2/J DEFGRID3
* xyz 1 1
Cl -0.2229 -0.3480 -3.4267
P 0.4398 -1.2156 -1.7235
O 0.2345 -2.6300 -1.5476
O -2.6133 -0.6496 0.9273
N 0.8696 -0.1554 -0.5811
C -3.5705 0.1780 1.5872
C 2.6380 -1.6235 0.4200
C 0.4388 -1.2408 1.6123
C 1.3863 2.1364 -1.6443
C 1.5279 -0.6620 0.6631
C 0.6075 1.3874 -0.6791
C -0.9118 1.5015 -1.1337
H 0.5437 1.7695 0.3284
H 0.6127 -0.6712 2.6320
H 1.5477 1.6687 -2.6740
H 3.5842 -1.1759 -0.0395
H 2.4554 2.2313 -1.2474
H -0.9256 1.3959 -2.1924
H -1.2981 2.4191 -0.7031
H -1.3672 0.6766 -0.6306
H -3.3010 1.2476 1.5251
H -0.6752 -1.2175 1.2199
H -4.6804 -0.0363 1.2610
H -2.7508 -1.5833 0.9132
H 3.0032 -2.0196 1.4519
H 2.0338 0.2974 1.0015
H 0.9277 3.1897 -1.7745
H 0.7526 -2.2387 1.8367
H 2.3995 -2.5164 -0.1300
H -3.6860 -0.1156 2.7479
*
```

---

No. 3
# C7H18I3IrOP2

A molecular structure, C7H18I3IrOP2 (wB97M-V/def2-TZVPD, the OMol25 dataset).

* LUMO (alpha / beta): -9.35 / -14.59 eV
* gap between HOMO and LUMO (alpha / beta): 0.3221 / 0.1674 Ha
* E_tot: -55287.2470 eV
* ΔE to the lowest compared entry with this formula, charge and spin: 0.0 kJ/mol

Geometry as ORCA input:
```
! wB97M-V def2-TZVPD RIJCOSX def2/J DEFGRID3
* xyz 3 6
Ir -0.0156 -0.0328 0.0590
I -0.0327 0.4127 2.7405
I -0.6160 -1.9400 -5.4023
I -0.0516 2.3964 -0.7248
P 2.3167 0.0797 0.2849
P -2.3108 0.0795 0.2486
O 0.4203 -1.2001 -2.6711
C -3.0195 1.5458 1.0599
C -2.8461 -1.3799 1.1783
C 2.9943 1.5607 1.0911
C 3.1753 -0.0258 -1.3340
C 2.8272 -1.3913 1.2057
C 0.2180 -0.7774 -1.6098
C -3.1043 -0.0386 -1.3906
H 3.9254 -1.3749 1.2847
H -2.8113 -0.9557 -1.8923
H -2.6576 1.6721 2.0906
H 2.9094 -0.9640 -1.8442
H 4.1023 1.4429 1.0951
H 2.7107 2.4326 0.4837
H 4.2508 0.0311 -1.1867
H -4.2093 -0.0204 -1.2829
H 2.6269 1.6873 2.1167
H 2.8392 0.8236 -1.9780
H -2.8069 0.8127 -2.0153
H 2.3644 -1.4374 2.2033
H -4.1051 1.4500 1.0679
H -2.5326 -2.2566 0.6032
H -2.7324 2.4243 0.4694
H -2.3900 -1.4252 2.1755
H -3.9402 -1.3701 1.2659
H 2.5012 -2.2612 0.6079
*
```

---

No. 4
# C7H18N2O

A molecular structure, C7H18N2O (wB97M-V/def2-TZVPD, the OMol25 dataset).

* LUMO: 0.84 eV
* gap between HOMO and LUMO: 0.3365 Ha
* E_tot: -12575.5423 eV
* ΔE to the lowest compared entry with this formula, charge and spin: 365.5 kJ/mol

Geometry as ORCA input:
```
! wB97M-V def2-TZVPD RIJCOSX def2/J DEFGRID3
* xyz 0 1
O -1.6939 -1.3785 0.4400
N 4.3093 -0.1987 -1.6628
N 3.5515 0.1314 -0.5228
C 1.7827 -0.2097 1.0887
C -1.5244 1.0016 -0.7843
C -3.6260 -0.0641 0.1414
C -1.9449 0.9590 1.7254
C -2.2578 0.3865 0.3713
C 2.2790 -0.3990 -0.3185
C 1.5440 -0.9706 -1.2801
H 3.9634 0.3401 -2.4510
H -3.3013 -1.1979 0.2671
H 1.6938 0.8569 1.3233
H -1.6976 0.4360 -1.6974
H -0.8709 1.0302 1.8848
H -2.3919 0.3508 2.5092
H -0.8067 -1.7204 0.6148
H -3.9843 0.0518 -0.8782
H 1.8969 -1.0640 -2.2963
H 2.4748 -0.6507 1.8070
H -2.3694 1.9654 1.7906
H 0.5311 -1.2825 -1.0797
H 4.2008 -1.1881 -1.8900
H 0.8070 -0.6739 1.2198
H -4.3409 0.2265 0.9060
H -1.9046 2.0168 -0.9379
H -0.4558 1.0679 -0.5901
H 4.1361 0.1771 0.2994
*
```

---

No. 5
# C7H18N2O2Si

C7H18N2O2Si in the gas phase (wB97M-V/def2-TZVPD, the OMol25 dataset).

* SMILES string: CC(C)(C)N([N+](=O)[O-])[Si](C)(C)C
* LUMO: 0.64 eV
* gap between HOMO and LUMO: 0.3873 Ha
* E_tot: -22500.0749 eV
* ΔE to the lowest compared entry with this formula, charge and spin: 111.5 kJ/mol

Geometry as ORCA input:
```
! wB97M-V def2-TZVPD RIJCOSX def2/J DEFGRID3
* xyz 0 1
Si -1.5022 0.0324 0.0331
O -0.9571 2.5896 -0.3104
O 1.0691 2.7034 0.1374
N 0.1572 0.6928 -0.1420
N 0.0790 2.0208 -0.1068
C -2.2772 0.1992 -1.6605
C 1.4927 -1.6176 -0.3616
C 1.7399 -0.0702 -0.1129
C 2.1943 0.2131 1.3790
C -1.5231 -1.7644 0.4452
C -2.4407 0.7395 1.5215
C 2.4016 0.6465 -1.2026
H 2.3384 -2.1508 -0.8762
H 0.6148 -1.5599 -1.0965
H -1.2927 0.3234 -2.2101
H -0.7196 -2.0871 1.2029
H 2.4809 1.7328 -0.9893
H 3.5210 0.3951 -1.2361
H -2.4092 -2.3795 0.6789
H 2.0926 0.2619 -2.2152
H 1.4203 -0.1649 2.0610
H -2.8750 -0.6211 -2.0928
H 3.1193 -0.3365 1.5562
H -2.3268 -0.0008 2.3995
H -1.2550 -2.3488 -0.5281
H -3.4962 0.6281 1.2635
H 2.2340 1.2624 1.4639
H -2.7699 1.1266 -1.7048
H 1.3030 -2.1738 0.6290
H -2.4133 1.7077 2.0747
*
```

---

No. 6
# C7H18N2O4

C7H18N2O4 in the gas phase (wB97M-V/def2-TZVPD, the OMol25 dataset).

* SMILES string: OCCNCCN[C@@H](O)[C@@H](O)CO
* LUMO: 0.40 eV
* gap between HOMO and LUMO: 0.3538 Ha
* E_tot: -18717.0393 eV
* ΔE to the lowest compared entry with this formula, charge and spin: 226.3 kJ/mol

Geometry as ORCA input:
```
! wB97M-V def2-TZVPD RIJCOSX def2/J DEFGRID3
* xyz 0 1
O -3.4087 1.8083 -0.2965
O 3.1966 -0.8943 1.2444
O 0.2742 0.1999 1.6251
O 2.7137 1.8974 -1.0021
N 0.9636 -1.2823 -0.3571
N -2.0885 -0.4061 -0.2611
C -1.5080 -1.5855 -0.8812
C 3.4285 0.7545 -0.6371
C 1.0860 -0.0465 0.3886
C -3.4159 -0.4928 0.2770
C -3.8659 0.9788 0.6912
C -0.0690 -1.2016 -1.3813
C 2.6520 0.2157 0.5771
H 0.7744 0.8087 -0.2749
H -1.3616 -0.1037 0.3832
H 2.8654 0.9205 1.4527
H 4.4996 1.0110 -0.3492
H 3.5328 2.6775 -1.4110
H -3.3610 1.2371 1.6237
H 2.9474 -1.7734 0.8155
H -3.9530 -0.7123 -0.7306
H 0.2371 -1.8566 -2.1724
H -5.0073 1.1329 0.7574
H 3.4446 0.0487 -1.5203
H -2.7001 1.2954 -0.7041
H 0.6614 -2.0526 0.2877
H -1.3569 -2.5278 -0.1842
H -3.6713 -1.4057 0.9186
H -0.1596 -0.0623 -1.7103
H -2.1412 -1.9316 -1.7746
H 0.5718 -0.7128 2.1468
*
```

---

No. 7
# C7H18N2O8P2

C7H18N2O8P2 in the gas phase (wB97M-V/def2-TZVPD, the OMol25 dataset).

* SMILES string: [H]/N=C\CO[P@@](=O)(OCOCCOCC)OP(=N)(O)O
* LUMO: -0.55 eV
* gap between HOMO and LUMO: 0.3360 Ha
* E_tot: -45484.8473 eV
* ΔE to the lowest compared entry with this formula, charge and spin: 666.9 kJ/mol

Geometry as ORCA input:
```
! wB97M-V def2-TZVPD RIJCOSX def2/J DEFGRID3
* xyz 0 1
P -0.2565 1.1032 -1.6530
P 1.5090 -1.0653 -2.4117
O -1.9614 1.3275 -1.2050
O -1.4426 -1.6553 3.4268
O 1.3918 -1.1352 -4.1728
O -0.1505 1.7532 -3.2974
O 1.9321 -2.6475 -1.8057
O 0.7360 1.7943 -0.6354
O -0.0069 -0.6207 -1.6841
O -1.9527 0.3171 1.0638
N 2.7503 -0.0807 -2.0847
N 1.8453 5.0535 -3.0401
C 1.0040 2.6505 -3.4366
C -0.4338 -0.9546 2.6074
C 0.7221 4.2169 -3.0191
C -1.0046 0.5531 2.1636
C -2.0931 1.5602 0.2404
C -1.0268 -3.8814 4.7343
C -1.3502 -3.1192 3.2830
H -0.5808 -3.4818 2.4690
H -3.2223 1.9064 0.4159
H 0.6120 -0.8829 3.1527
H -2.0837 -3.9513 5.2793
H 1.2867 2.6658 -4.5924
H -1.4799 1.1240 3.0832
H 2.6842 4.4729 -3.3410
H -2.4312 -3.5125 2.9679
H 3.5045 -0.6178 -1.5637
H -0.2533 -1.5186 1.5789
H -0.0784 1.2061 1.8236
H 1.9722 2.3155 -2.8720
H 0.4385 -1.2318 -4.4649
H -0.6644 -4.9839 4.4579
H -1.4347 2.4515 0.6545
H -0.3212 4.6643 -2.7082
H -0.2623 -3.2953 5.3998
H 2.1027 -2.5002 -0.8139
*
```

---

No. 8
# C7H18N2Si2

2 unconnected molecules or ions with the total composition C7H18N2Si2 (wB97M-V/def2-TZVPD, the OMol25 dataset).

* LUMO (alpha / beta): 0.47 / -2.04 eV
* gap between HOMO and LUMO (alpha / beta): 0.1937 / 0.2505 Ha
* E_tot: -26279.4252 eV

Geometry as ORCA input:
```
! wB97M-V def2-TZVPD RIJCOSX def2/J DEFGRID3
* xyz 0 3
Si 2.4260 -0.0887 -0.2680
Si -2.4566 0.4773 -0.0301
N 1.3803 -1.2421 0.2052
N -3.5137 -0.7567 -0.0491
C -1.0380 0.8576 -1.2004
C -1.9297 2.2137 2.0974
C 2.2508 0.5980 -2.0045
C -2.8357 1.7583 1.2594
C 1.3142 -2.1101 1.3557
C -3.5681 -1.9444 -0.9651
C 4.0897 0.6438 0.5104
H 4.2833 -0.0850 1.2439
H 4.9817 0.5740 -0.0465
H 4.1264 1.5469 1.1391
H -0.4144 1.8248 -1.0036
H -1.3397 0.9411 -2.2741
H -0.9304 1.9569 2.1935
H 1.7353 -1.8241 2.2271
H -2.8161 -2.0506 -1.8062
H -4.5733 -2.1469 -1.3479
H 2.0180 1.5932 -1.7684
H 0.2774 -2.2050 1.6420
H 3.0844 0.3807 -2.6213
H 1.7107 -3.0196 1.0423
H -3.3086 -2.7750 -0.3654
H -0.4150 -0.0218 -1.1670
H -3.8691 1.9672 1.4405
H -2.0184 2.8728 2.9670
H 1.3488 0.0637 -2.4056
*
```

---

- The highest E_tot belongs to which entry?
  C7H18N2O

---

- Among the records above, which one has the lowest E_tot?
  C7H18I3IrOP2

---

What did the fourth record say?
# C7H18N2O

A molecular structure, C7H18N2O (wB97M-V/def2-TZVPD, the OMol25 dataset).

* LUMO: 0.84 eV
* gap between HOMO and LUMO: 0.3365 Ha
* E_tot: -12575.5423 eV
* ΔE to the lowest compared entry with this formula, charge and spin: 365.5 kJ/mol

Geometry as ORCA input:
```
! wB97M-V def2-TZVPD RIJCOSX def2/J DEFGRID3
* xyz 0 1
O -1.6939 -1.3785 0.4400
N 4.3093 -0.1987 -1.6628
N 3.5515 0.1314 -0.5228
C 1.7827 -0.2097 1.0887
C -1.5244 1.0016 -0.7843
C -3.6260 -0.0641 0.1414
C -1.9449 0.9590 1.7254
C -2.2578 0.3865 0.3713
C 2.2790 -0.3990 -0.3185
C 1.5440 -0.9706 -1.2801
H 3.9634 0.3401 -2.4510
H -3.3013 -1.1979 0.2671
H 1.6938 0.8569 1.3233
H -1.6976 0.4360 -1.6974
H -0.8709 1.0302 1.8848
H -2.3919 0.3508 2.5092
H -0.8067 -1.7204 0.6148
H -3.9843 0.0518 -0.8782
H 1.8969 -1.0640 -2.2963
H 2.4748 -0.6507 1.8070
H -2.3694 1.9654 1.7906
H 0.5311 -1.2825 -1.0797
H 4.2008 -1.1881 -1.8900
H 0.8070 -0.6739 1.2198
H -4.3409 0.2265 0.9060
H -1.9046 2.0168 -0.9379
H -0.4558 1.0679 -0.5901
H 4.1361 0.1771 0.2994
*
```